Run w
A cluster of 2 separate species, H4O2 in total, computed with ωB97M-V with the def2-TZVPD basis set.

Cartesian coordinates (Å):
H1 -0.84 -0.22 0.23
H2 -2.07 0.52 0.12
H3 2.11 -0.53 0.13
H4 1.25 0.74 -0.21
O1 -1.70 -0.29 -0.14
O2 1.25 -0.23 -0.12

- Spin multiplicity: 1
- Gap between HOMO and LUMO: 11.842 eV
- E_LUMO: 0.0245 Ha
- M: 36.0 g/mol
- SMILES: O.O

***

Run x
A cluster of 2 separate species, H4O2 in total, computed with ωB97M-V with the def2-TZVPD basis set.

Cartesian coordinates (Å):
H1 -1.04 0.47 -0.97
H2 -1.76 0.77 0.36
H3 0.74 -0.07 0.12
H4 0.97 -1.28 -0.69
O1 -0.95 0.99 -0.09
O2 1.08 -0.97 0.24

- Spin multiplicity: 1
- Gap between HOMO and LUMO: 11.623 eV
- E_LUMO: 0.0206 Ha
- M: 36.0 g/mol
- SMILES: O.O

***

Stability summary - winner: run w; margin: 0.068 eV.

***

Run w
A cluster of 2 separate species, H4O2 in total, computed with ωB97M-V with the def2-TZVPD basis set.

Cartesian coordinates (Å):
H1 -1.21 -0.48 -0.49
H2 -2.24 0.63 -0.33
H3 2.42 -0.32 0.59
H4 1.23 0.49 0.33
O1 -1.96 -0.19 0.05
O2 1.77 -0.13 -0.16

- Spin multiplicity: 1
- Gap between HOMO and LUMO: 12.383 eV
- E_LUMO: 0.0284 Ha
- M: 36.0 g/mol
- SMILES: O.O

***

Run x
A cluster of 2 separate species, H4O2 in total, computed with ωB97M-V with the def2-TZVPD basis set.

Cartesian coordinates (Å):
H1 1.01 0.83 -0.12
H2 2.08 -0.28 -0.15
H3 -0.61 -0.33 0.00
H4 -2.06 -0.01 0.58
O1 1.12 -0.13 -0.09
O2 -1.54 -0.08 -0.22

- Spin multiplicity: 1
- Gap between HOMO and LUMO: 11.596 eV
- E_LUMO: 0.0255 Ha
- M: 36.0 g/mol
- SMILES: O.O

***

Run y
A cluster of 2 separate species, H4O2 in total, computed with ωB97M-V with the def2-TZVPD basis set.

Cartesian coordinates (Å):
H1 -0.59 -0.78 -1.92
H2 0.27 -1.02 -0.73
H3 -0.49 0.24 1.73
H4 0.74 0.97 1.24
O1 0.28 -0.44 -1.52
O2 -0.22 1.03 1.21

- Spin multiplicity: 1
- Gap between HOMO and LUMO: 11.822 eV
- E_LUMO: 0.0247 Ha
- M: 36.0 g/mol
- SMILES: O.O

***

Stability summary - winner: run x; margin: 0.118 eV.

***

Run w
A cluster of 2 separate species, H4O2 in total, computed with ωB97M-V with the def2-TZVPD basis set.

Cartesian coordinates (Å):
H1 -1.44 -0.81 0.21
H2 -1.38 0.74 0.16
H3 1.53 0.79 -0.01
H4 0.78 -0.51 0.12
O1 -1.11 -0.06 -0.28
O2 1.62 -0.14 -0.20

- Spin multiplicity: 1
- Gap between HOMO and LUMO: 11.448 eV
- E_LUMO: 0.0220 Ha
- M: 36.0 g/mol
- SMILES: O.O

***

Run x
A cluster of 2 separate species, H4O2 in total, computed with ωB97M-V with the def2-TZVPD basis set.

Cartesian coordinates (Å):
H1 0.13 2.30 0.15
H2 0.24 0.79 0.25
H3 0.27 -1.75 -0.74
H4 -0.85 -1.73 0.24
O1 0.67 1.60 0.56
O2 -0.46 -1.21 -0.46

- Spin multiplicity: 1
- Gap between HOMO and LUMO: 11.841 eV
- E_LUMO: 0.0278 Ha
- M: 36.0 g/mol
- SMILES: O.O

***

Stability summary - winner: run x; margin: 0.217 eV.

***

Run w
The molecule C9H17BrO3, computed with ωB97M-V with the def2-TZVPD basis set.

Cartesian coordinates (Å):
C1 0.88 -1.00 0.26
C2 -0.20 -0.57 -2.62
C3 0.69 1.54 -1.48
C4 -1.73 1.22 -1.72
C5 2.97 -0.91 1.13
C6 -1.19 -0.55 3.33
C7 -0.96 0.75 1.33
C8 -0.44 -0.38 -0.08
C9 -0.41 0.42 -1.49
O1 1.09 -2.17 0.07
O2 1.78 -0.14 0.81
O3 -0.41 0.33 2.53
Br1 -1.77 -1.73 -0.08
H1 -1.05 -1.27 -2.80
H2 -0.06 -0.11 -3.57
H3 0.64 -1.38 -2.38
H4 0.93 1.84 -0.47
H5 1.53 1.16 -2.04
H6 0.13 2.23 -2.08
H7 -1.75 2.12 -1.09
H8 -2.53 0.56 -1.41
H9 -1.66 1.28 -2.83
H10 3.56 -1.23 0.20
H11 2.77 -1.74 1.82
H12 3.78 -0.32 1.68
H13 -2.11 -0.65 2.94
H14 -1.22 -0.16 4.34
H15 -0.61 -1.59 3.29
H16 -2.12 0.73 1.36
H17 -0.53 1.72 1.03

- Spin multiplicity: 1
- Gap between HOMO and LUMO: 9.733 eV
- E_LUMO: 0.0255 Ha
- M: 253.1 g/mol
- SMILES: COC[C@](Br)(C(=O)OC)C(C)(C)C

***

Run x
The molecule C9H17BrO3, computed with ωB97M-V with the def2-TZVPD basis set.

Cartesian coordinates (Å):
C1 -1.61 0.25 -0.44
C2 -1.14 3.43 0.04
C3 2.46 -1.74 -0.46
C4 1.43 -1.49 1.72
C5 1.27 0.35 -0.10
C6 -2.32 2.52 -0.20
C7 -1.45 -0.99 0.37
C8 -0.02 -1.81 -0.37
C9 1.27 -1.15 0.20
O1 -1.53 0.33 -1.66
O2 -0.15 -2.04 -1.70
O3 -1.99 1.30 0.35
Br1 -2.88 -2.13 0.09
H1 -0.24 3.18 -0.64
H2 -1.45 4.51 -0.02
H3 -0.81 3.32 1.06
H4 2.53 -2.83 -0.30
H5 2.49 -1.58 -1.51
H6 3.34 -1.32 -0.10
H7 1.40 -0.57 2.26
H8 0.61 -2.05 1.91
H9 2.41 -2.12 1.77
H10 0.77 0.91 0.68
H11 0.85 0.69 -1.06
H12 2.20 0.71 -0.16
H13 -2.35 2.30 -1.33
H14 -3.28 2.70 0.16
H15 -1.33 -0.84 1.43
H16 -0.18 -2.73 0.11
H17 -0.31 -1.13 -2.13

- Spin multiplicity: 1
- Gap between HOMO and LUMO: 10.118 eV
- E_LUMO: 0.0235 Ha
- M: 253.1 g/mol
- SMILES: CCOC(=O)[C@@H](Br)[C@@H](O)C(C)(C)C

***

Stability summary - winner: run x; margin: 1.069 eV.

***

Run w
The molecule C4H7N2OP, computed with ωB97M-V with the def2-TZVPD basis set.

Cartesian coordinates (Å):
C1 -1.59 0.48 0.53
C2 -0.74 1.47 0.31
C3 -0.46 -1.41 -0.61
C4 -1.23 -1.03 0.63
N1 0.67 -0.96 -0.87
N2 2.38 0.79 -0.90
O1 2.02 -0.40 1.52
P1 1.40 0.13 0.27
H1 -2.66 0.64 0.60
H2 -0.83 2.53 0.14
H3 -1.01 -1.96 -1.39
H4 -0.44 -1.05 1.44
H5 -2.14 -1.65 0.88
H6 2.85 1.59 -0.76
H7 1.78 0.83 -1.79

- Spin multiplicity: 1
- Gap between HOMO and LUMO (alpha / beta): 9.053 / 9.053 eV
- E_LUMO (alpha / beta): 0.0119 / 0.0119 Ha
- M: 130.1 g/mol

***

Run x
The molecule C4H7N2OP, computed with ωB97M-V with the def2-TZVPD basis set.

Cartesian coordinates (Å):
C1 -2.24 0.62 0.04
C2 -1.06 1.36 0.29
C3 -1.95 -0.74 -0.21
C4 0.12 0.75 0.24
N1 1.85 -0.03 -1.41
N2 1.99 -1.03 1.15
O1 -0.81 -1.22 -0.03
P1 1.79 0.42 0.23
H1 -3.28 0.84 0.04
H2 -0.97 2.45 0.60
H3 -2.80 -1.49 -0.53
H4 2.35 0.60 -1.99
H5 0.94 -0.22 -1.80
H6 1.22 -1.39 1.67
H7 2.85 -0.93 1.70

- Spin multiplicity: 1
- Gap between HOMO and LUMO: 7.298 eV
- E_LUMO: -0.0200 Ha
- M: 130.1 g/mol
- SMILES: NP(N)#C/C=C\C=O

***

Run y
The molecule C4H7N2OP, computed with ωB97M-V with the def2-TZVPD basis set.

Cartesian coordinates (Å):
C1 -0.20 0.45 1.33
C2 0.60 0.74 0.25
C3 0.50 -0.26 -0.80
C4 1.50 1.90 -0.03
N1 -0.87 -0.72 1.31
N2 -0.37 -1.23 -0.47
O1 1.24 -0.31 -1.75
P1 -1.26 -2.36 -1.38
H1 -0.25 1.16 2.28
H2 1.45 2.69 0.86
H3 1.28 2.33 -0.95
H4 2.41 1.52 -0.29
H5 -1.85 -0.86 1.13
H6 -2.53 -1.84 -1.22
H7 -1.65 -3.21 -0.27

- Spin multiplicity: 1
- Gap between HOMO and LUMO: 8.255 eV
- E_LUMO: -0.0235 Ha
- M: 130.1 g/mol

***

Stability summary - winner: run w; margin: 0.872 eV.

***

Run w
The molecule C4H4O2S, computed with ωB97M-V with the def2-TZVPD basis set.

Cartesian coordinates (Å):
C1 -1.58 -0.49 -0.06
C2 -0.59 0.74 0.02
C3 0.81 0.96 0.07
C4 1.79 -0.13 -0.01
H1 -0.14 -1.59 -0.02
H2 -1.33 1.59 -0.08
H3 1.12 1.98 0.11
H4 2.87 0.16 -0.37
O1 -1.17 -1.76 -0.14
O2 1.45 -1.34 0.33
S1 -3.23 -0.12 0.15

- Spin multiplicity: 1
- Gap between HOMO and LUMO: 7.115 eV
- E_LUMO: -0.0690 Ha
- M: 116.1 g/mol
- SMILES: O=C/C=C\C(O)=S

***

Run x
The molecule C4H4O2S, computed with ωB97M-V with the def2-TZVPD basis set.

Cartesian coordinates (Å):
C1 -0.23 1.59 -0.26
C2 -0.35 0.58 0.79
C3 0.01 -0.71 0.77
C4 0.44 -1.65 -0.37
H1 0.67 0.25 -1.50
H2 -0.84 0.98 1.72
H3 -0.19 -1.17 1.76
H4 0.29 -2.75 0.01
O1 0.42 1.23 -1.40
O2 0.70 -1.44 -1.55
S1 -0.91 3.10 0.04

- Spin multiplicity: 1
- Gap between HOMO and LUMO: 7.383 eV
- E_LUMO: -0.0599 Ha
- M: 116.1 g/mol
- SMILES: O=C/C=C\C(O)=S

***

Stability summary - winner: run x; margin: 0.663 eV.

***

Run w
A cluster of 2 separate species, C4H6OS in total, computed with ωB97M-V with the def2-TZVPD basis set.

Cartesian coordinates (Å):
C1 0.16 2.30 -0.14
C2 -0.44 1.30 0.10
C3 1.43 -1.12 -0.49
C4 -0.98 0.08 0.58
O1 -1.03 -0.10 1.91
S1 -2.12 -0.64 -0.46
H1 0.43 3.26 -0.56
H2 1.95 -1.42 0.51
H3 1.36 -1.98 -1.14
H4 2.00 -0.35 -1.01
H5 -1.46 -0.90 2.17
H6 -1.30 -0.43 -1.48

- Spin multiplicity: 1
- Gap between HOMO and LUMO (alpha / beta): 9.132 / 6.985 eV
- E_LUMO (alpha / beta): 0.0033 / -0.0018 Ha
- M: 102.2 g/mol

***

Run x
The molecule C4H6OS, computed with ωB97M-V with the def2-TZVPD basis set.

Cartesian coordinates (Å):
C1 0.48 -0.37 1.04
C2 0.05 -0.10 -0.38
C3 0.93 0.18 -1.34
C4 -1.37 -0.15 -0.52
H1 -0.13 1.31 1.75
H2 0.32 -1.44 1.22
H3 1.57 -0.15 1.18
H4 1.99 0.19 -1.19
H5 0.62 0.45 -2.32
H6 -1.87 -0.47 0.41
O1 -0.30 0.36 1.97
S1 -2.29 0.18 -1.82

- Spin multiplicity: 1
- Gap between HOMO and LUMO: 7.832 eV
- E_LUMO: -0.0331 Ha
- M: 102.2 g/mol
- SMILES: C=C(C=S)CO

***

Stability summary - winner: run x; margin: 4.467 eV.

***

Run w
The molecule C4H6OS, computed with ωB97M-V with the def2-TZVPD basis set.

Cartesian coordinates (Å):
C1 -0.25 1.92 -0.14
C2 -0.55 0.45 0.41
C3 -1.85 -0.11 -0.08
C4 0.49 -0.58 0.14
H1 0.22 1.85 -1.13
H2 -1.18 2.42 -0.26
H3 0.33 2.55 0.54
H4 -0.71 0.49 1.56
H5 -2.64 0.60 -0.30
H6 0.08 -1.54 0.48
O1 -2.03 -1.30 -0.18
S1 2.06 -0.38 -0.09

- Spin multiplicity: 1
- Gap between HOMO and LUMO: 8.429 eV
- E_LUMO: -0.0121 Ha
- M: 102.2 g/mol
- SMILES: C[C@@H](C=O)C=S

***

Run x
A structure of composition C4H6OS, computed with ωB97M-V with the def2-TZVPD basis set.

Cartesian coordinates (Å):
C1 -1.36 0.13 0.70
C2 -0.03 0.11 0.98
C3 -0.54 0.67 -1.45
C4 -1.65 0.48 -0.67
O1 2.14 0.71 -0.37
S1 0.84 -0.03 -0.55
H1 -2.22 -0.09 1.39
H2 0.45 -0.23 1.97
H3 -0.26 0.85 -2.48
H4 2.55 -1.96 0.75
H5 -2.67 0.57 -1.04
H6 2.75 -1.20 0.78

- Spin multiplicity: 1
- Gap between HOMO and LUMO: 8.945 eV
- E_LUMO: -0.0101 Ha
- M: 102.2 g/mol

***

Run y
The molecule C4H6OS, computed with ωB97M-V with the def2-TZVPD basis set.

Cartesian coordinates (Å):
C1 -0.77 -1.07 0.05
C2 0.17 0.16 0.09
C3 1.49 0.01 0.67
C4 1.87 -1.09 1.35
H1 -1.76 0.02 -0.98
H2 -0.86 -1.24 1.16
H3 -0.22 -1.92 -0.37
H4 2.26 0.72 0.55
H5 1.25 -1.95 1.38
H6 2.87 -1.27 1.68
O1 -1.96 -0.86 -0.63
S1 -0.28 1.53 -0.71

- Spin multiplicity: 1
- Gap between HOMO and LUMO: 8.289 eV
- E_LUMO: -0.0404 Ha
- M: 102.2 g/mol
- SMILES: C=CC(=S)CO

***

Stability summary - winner: run w; margin: 0.195 eV.

***

Run w
The molecule C4H6OS, computed with ωB97M-V with the def2-TZVPD basis set.

Cartesian coordinates (Å):
C1 0.07 -0.38 0.43
C2 -1.03 0.33 -0.30
C3 -0.34 0.04 -1.61
C4 1.01 -0.16 -0.76
H1 1.51 -0.50 2.30
H2 -0.23 -1.42 0.59
H3 -2.01 -0.07 -0.06
H4 -1.05 1.42 -0.15
H5 1.77 -0.90 -1.02
H6 1.47 0.82 -0.58
O1 -0.79 -0.24 -2.68
S1 0.42 0.23 2.12

- Spin multiplicity: 1
- Gap between HOMO and LUMO: 10.185 eV
- E_LUMO: 0.0278 Ha
- M: 102.2 g/mol
- SMILES: O=C1CC(S)C1

***

Run x
A structure of composition C4H6OS, computed with ωB97M-V with the def2-TZVPD basis set.

Cartesian coordinates (Å):
C1 -0.10 1.77 -0.18
C2 2.03 -0.24 -0.11
C3 0.16 0.49 -0.01
C4 -0.59 -0.75 0.05
O1 2.26 -1.25 0.44
S1 -2.45 -0.54 0.40
H1 -1.15 2.13 0.13
H2 0.66 2.61 -0.11
H3 2.55 0.28 -0.94
H4 -0.62 -1.29 -0.94
H5 -0.08 -1.30 0.84
H6 -2.67 -1.92 0.42

- Spin multiplicity: 1
- Gap between HOMO and LUMO: 9.532 eV
- E_LUMO: 0.0177 Ha
- M: 102.2 g/mol

***

Stability summary - winner: run w; margin: 2.137 eV.